No. 1
{"formula": "C15H26BCl2N2O4", "method": "ωB97M-V with the def2-TZVPD basis set", "orbital_gap_ha": 0.3286, "total_charge": 1, "elements": ["C", "C", "C", "C", "C", "C", "C", "C", "N", "B", "O", "O", "C", "C", "C", "C", "O", "N", "O", "C", "H", "H", "H", "H", "H", "H", "H", "H", "H", "H", "H", "H", "H", "H", "H", "H", "H", "H", "H", "H", "H", "H", "Cl", "C", "C", "Cl", "H", "H", "H", "H"], "coordinates": [[0.67732, 3.62567, 1.58972], [-0.79757, 3.55583, 1.13262], [-1.64961, 2.48577, 1.86386], [-2.50157, 1.65279, 0.86086], [-2.48894, 0.14217, 1.14603], [-1.27783, -0.60903, 0.65145], [-1.29029, -1.98991, 0.40237], [-0.14614, -2.63133, 0.03602], [1.03565, -1.97973, -0.12727], [2.22517, -2.83669, -0.53771], [1.92517, -3.95550, -1.27140], [3.50115, -2.57897, -0.17714], [3.75161, -2.79356, 1.24505], [4.93250, -1.99138, 1.75192], [1.07345, -0.64158, 0.09687], [2.36678, 0.13903, -0.04775], [2.76861, 0.37141, -1.39646], [1.60680, 0.30517, -2.26220], [1.49538, 1.27420, -2.87840], [-0.05466, 0.04745, 0.47463], [1.30855, 3.79519, 0.71082], [1.03505, 2.70437, 2.05797], [0.88101, 4.47044, 2.24684], [-1.25067, 4.52369, 1.35667], [-0.82669, 3.45520, 0.04667], [-1.01812, 1.82573, 2.46568], [-2.32361, 3.00167, 2.54646], [-2.26779, 1.88088, -0.17637], [-3.53651, 1.97366, 1.00475], [-2.50546, 0.03245, 2.23991], [-3.40530, -0.32892, 0.79461], [-2.22411, -2.52722, 0.50057], [-0.18301, -3.69887, -0.12979], [1.85558, -3.78693, -2.21934], [2.85387, -2.51136, 1.81455], [3.90518, -3.86235, 1.40153], [4.81449, -0.92199, 1.58532], [5.84803, -2.36923, 1.29853], [4.98776, -2.15826, 2.83018], [2.21788, 1.11173, 0.42956], [3.15905, -0.34955, 0.51183], [0.01951, 1.11504, 0.62483], [-2.51849, -0.26308, -1.69708], [-3.36293, -0.48560, -3.26518], [-4.21287, 0.70849, -3.61185], [-5.60038, 0.87320, -2.50827], [-3.95508, -1.39425, -3.19747], [-2.59636, -0.62983, -4.02449], [-4.61204, 0.59243, -4.61799], [-3.63957, 1.63146, -3.57251]]}

***

No. 2
{"formula": "C24H25F2NO3PdSe2", "method": "ωB97M-V with the def2-TZVPD basis set", "orbital_gap_ha": 0.2059, "relative_energy_ev": 0.4524, "total_charge": 2, "elements": ["Pd", "C", "Se", "C", "C", "Se", "C", "H", "H", "H", "H", "H", "H", "H", "H", "H", "H", "C", "C", "C", "C", "C", "C", "C", "F", "C", "C", "C", "O", "C", "C", "N", "C", "C", "O", "O", "H", "H", "H", "H", "H", "H", "H", "H", "H", "H", "H", "F", "C", "C", "C", "C", "C", "C", "H", "H", "H", "H"], "coordinates": [[0.71270, 0.72096, 2.10920], [1.21011, -0.88507, 5.17826], [0.69754, 0.87013, 4.55035], [2.37544, 1.85142, 4.77873], [3.52786, 1.30397, 3.97226], [3.16816, 1.37536, 2.04815], [3.71229, -0.43389, 1.59735], [1.49634, -0.75424, 6.22006], [2.01582, -1.31632, 4.59162], [0.32197, -1.50743, 5.10347], [2.61170, 1.83820, 5.84394], [2.12791, 2.87777, 4.50543], [3.74888, 0.26529, 4.21246], [4.42709, 1.89289, 4.15414], [3.06812, -1.16497, 2.08127], [4.74680, -0.53592, 1.91849], [3.63479, -0.51955, 0.51783], [-3.34280, -3.21654, -2.71724], [-2.03878, -2.75520, -3.34540], [-2.27037, -1.97588, -4.62702], [-0.94920, -1.60682, -5.27515], [-0.06235, -0.88961, -4.29566], [0.93464, -0.05346, -4.73661], [1.72671, 0.65201, -3.82948], [2.67525, 1.45003, -4.30983], [1.54210, 0.55997, -2.48188], [0.54475, -0.30362, -2.00008], [0.34465, -0.44838, -0.58014], [1.09433, 0.28199, 0.19720], [-0.63592, -1.33551, -0.15452], [-1.38584, -2.02733, -1.10245], [-1.22812, -1.90121, -2.40276], [-0.25193, -1.03435, -2.90365], [-0.90684, -1.67488, 1.26778], [-1.75666, -2.45618, 1.59872], [-0.05781, -1.15415, 2.16072], [-3.94381, -3.67803, -3.49882], [-3.91113, -2.37589, -2.31523], [-3.20770, -3.96661, -1.93983], [-1.40968, -3.62239, -3.56464], [-2.85491, -1.07828, -4.40410], [-2.86394, -2.59323, -5.29894], [-1.11066, -0.96921, -6.14374], [-0.44397, -2.50756, -5.63527], [1.10614, 0.08209, -5.79713], [2.14431, 1.14108, -1.80052], [-2.13323, -2.72000, -0.74565], [-3.39000, 5.01594, 1.12792], [-2.48137, 4.07893, 1.37129], [-2.15258, 3.19231, 0.36488], [-1.20036, 2.20733, 0.60519], [-0.63738, 2.17056, 1.86439], [-0.94377, 3.04824, 2.88448], [-1.89461, 4.02764, 2.62034], [-2.62989, 3.27475, -0.60199], [-0.93859, 1.52929, -0.18514], [-0.50226, 3.01225, 3.86579], [-2.17993, 4.74132, 3.38116]]}

***

No. 3
{"formula": "H6O3", "method": "ωB97M-V with the def2-TZVPD basis set", "smiles": "O.O.O", "orbital_gap_ha": 0.4439, "relative_energy_ev": 0.6139, "total_charge": 0, "elements": ["O", "H", "H", "O", "H", "H", "O", "H", "H"], "coordinates": [[-1.53729, -1.71676, 3.01394], [-1.50897, -2.62201, 3.32371], [-0.87873, -1.67976, 2.32028], [1.91078, -0.87886, -0.73933], [1.85287, -1.61892, -1.34364], [2.61070, -0.33196, -1.09604], [-0.96641, 3.07356, -2.16492], [-0.99412, 3.51382, -1.31542], [-0.48882, 2.26087, -1.99856]]}

***

No. 4
{"formula": "C30H40BCl5N12O3SW", "method": "ωB97M-V with the def2-TZVPD basis set", "orbital_gap_ha": [0.2061, 0.2251], "multiplicity": 2, "relative_energy_ev": 1.2499, "s2": 0.77, "total_charge": 3, "elements": ["W", "C", "C", "N", "N", "C", "B", "N", "C", "C", "C", "N", "N", "C", "C", "C", "N", "N", "C", "C", "C", "N", "H", "H", "H", "H", "H", "H", "H", "H", "H", "H", "H", "H", "C", "O", "C", "O", "N", "N", "H", "H", "H", "H", "H", "H", "O", "S", "C", "C", "C", "C", "H", "H", "H", "H", "H", "H", "H", "H", "C", "C", "N", "C", "C", "C", "C", "N", "H", "H", "H", "H", "H", "H", "H", "H", "H", "H", "H", "H", "H", "H", "Cl", "C", "C", "C", "Cl", "C", "Cl", "C", "Cl", "C", "Cl"], "coordinates": [[0.24573, 0.00943, 0.00328], [-3.04820, 2.16217, 1.55789], [-2.32604, 1.71970, 0.48109], [-1.31757, 0.91372, 0.91412], [-1.39442, 0.85856, 2.27599], [-2.42589, 1.59128, 2.67418], [-0.39418, 0.00372, 3.17456], [-0.50113, -1.44253, 2.63237], [-0.76371, -2.62286, 3.19090], [-0.69092, -3.61129, 2.21029], [-0.36208, -2.94032, 1.05549], [-0.24118, -1.61660, 1.30238], [1.04327, 0.49904, 2.85676], [2.04275, 0.82213, 3.67156], [3.13961, 1.22697, 2.91080], [2.72398, 1.11235, 1.60954], [1.44998, 0.64930, 1.56510], [-0.74548, 0.19002, 4.60103], [-0.60402, 1.31688, 5.37096], [-1.27953, 1.11098, 6.53734], [-1.83316, -0.18279, 6.40275], [-1.52756, -0.72327, 5.24286], [-3.90720, 2.81113, 1.55747], [-2.42381, 1.92963, -0.57253], [-2.67099, 1.66878, 3.72305], [-1.00917, -2.67132, 4.23889], [-0.85703, -4.66669, 2.34096], [-0.20358, -3.32923, 0.06400], [1.92652, 0.75719, 4.74139], [4.09598, 1.55976, 3.27481], [3.25307, 1.33964, 0.69777], [-0.04520, 2.17404, 5.02811], [-1.36175, 1.78279, 7.37422], [-2.43743, -0.72975, 7.10891], [3.76819, -4.09272, 2.97044], [3.30352, -3.87275, 1.61146], [2.75545, -2.70607, 1.36685], [2.56898, -1.79799, 2.13493], [2.35213, -2.67680, 0.02642], [2.02482, -1.41923, -0.55201], [4.26021, -5.05742, 2.94797], [2.91812, -4.10692, 3.64777], [4.46457, -3.30758, 3.25149], [2.91017, -3.26237, -0.58352], [1.78639, -1.63164, -1.51688], [2.86562, -0.84204, -0.63635], [-0.84318, 1.05988, -3.68046], [-1.84776, 2.15114, -3.36266], [-1.30713, 3.66340, -4.20302], [-2.58050, 4.26646, -4.79173], [-3.31175, 3.10413, -5.44724], [-3.32117, 1.95973, -4.43125], [-0.61442, 3.32538, -4.97855], [-0.78510, 4.30624, -3.49557], [-2.33227, 5.05724, -5.49812], [-3.18721, 4.71578, -4.00146], [-2.77624, 2.79135, -6.34483], [-4.32545, 3.36549, -5.74536], [-3.24026, 0.97122, -4.88454], [-4.18755, 1.98139, -3.77047], [-4.26159, -0.64052, -0.81656], [-3.23991, -1.63842, -0.28872], [-2.50267, -2.28440, -1.39581], [-3.01976, -3.60844, -1.83501], [-4.31863, -3.54959, -2.62013], [-1.52777, -1.70218, -2.03001], [-1.05806, -2.21083, -3.36003], [-0.85904, -0.60673, -1.53313], [-4.75371, -0.14944, 0.02236], [-5.02830, -1.11808, -1.42135], [-3.77364, 0.12408, -1.42540], [-3.71384, -2.43569, 0.28073], [-2.53290, -1.14736, 0.36887], [-3.15078, -4.18446, -0.91845], [-2.23826, -4.09865, -2.40785], [-5.15920, -3.23637, -2.00432], [-4.54176, -4.55170, -2.98459], [-4.24410, -2.88727, -3.48358], [-0.26812, -2.95644, -3.22745], [-0.64960, -1.37778, -3.92867], [-1.86207, -2.67077, -3.92803], [-0.56509, 0.00135, -2.35537], [0.48346, 3.37247, 0.86437], [1.07356, 2.93669, -0.70000], [1.17168, 1.57509, -1.13555], [1.75451, 1.43816, -2.42832], [1.98042, -0.11810, -3.17085], [2.16131, 2.49766, -3.22394], [2.83862, 2.24933, -4.76980], [1.99065, 3.80731, -2.75619], [2.45160, 5.11920, -3.72196], [1.43617, 4.02398, -1.49255], [1.22641, 5.62913, -0.94552]]}

***

No. 5
{"formula": "C9H17N2O2S", "method": "ωB97M-V with the def2-TZVPD basis set", "orbital_gap_ha": 0.2479, "relative_energy_ev": 1.0992, "total_charge": 1, "elements": ["C", "C", "C", "C", "C", "C", "C", "C", "C", "N", "N", "O", "O", "S", "H", "H", "H", "H", "H", "H", "H", "H", "H", "H", "H", "H", "H", "H", "H", "H", "H"], "coordinates": [[-2.51159, 0.73422, 0.76219], [-4.98641, 0.64514, 0.64869], [-1.49787, 1.76234, 0.79705], [-3.70549, 1.99798, 2.28987], [1.09018, -2.83152, -1.57983], [1.04351, -1.32053, -1.24411], [2.14146, -0.79906, -0.35204], [2.07231, 0.64833, -0.06586], [0.91244, 0.93517, 0.92950], [-3.82485, 1.09059, 1.31607], [-0.31334, 1.20455, 0.13994], [-2.34190, -0.33347, 0.16303], [-6.05323, 1.16883, 0.84006], [-4.93748, 2.89785, 2.92660], [-4.66744, -0.25581, -0.04749], [-1.73141, 2.73735, 0.86917], [-2.71438, 2.05351, 2.72843], [1.84514, -3.07190, -2.29837], [0.09103, -3.32538, -1.88941], [1.39480, -3.52497, -0.75631], [0.98668, -0.73999, -2.16121], [0.00823, -1.00182, -0.87894], [2.02803, -1.31420, 0.67018], [3.09295, -1.22436, -0.71225], [1.86666, 1.15692, -0.92248], [2.93102, 1.11202, 0.23091], [0.86843, -0.01541, 1.40685], [1.19542, 1.77052, 1.49335], [-0.72255, 0.21823, -0.21810], [0.08141, 1.86429, -0.57970], [-5.84281, 2.10546, 2.25003]]}